This record from the OMol25 dataset describes a gas-phase ion, C3H8NO (charge -2). The level of theory is wB97M-V/def2-TZVPD.

<S²> ... 0.751
Total charge ... -2
Energy relative to the best compared isomer or geometry (same formula, charge and spin) ... 12.2 kcal per mole
Spin multiplicity ... 2
E_HOMO (alpha / beta) ... 4.58 / 0.79 eV
Lowest unoccupied orbital energy (alpha / beta) ... 7.582 / 7.540 eV
HOMO-LUMO gap (alpha / beta) ... 0.110 / 0.248 Ha

Positions of all 13 atoms, in Å:
C 0.776472 -0.223252 0.496875
C -0.509470 0.335394 -0.128999
C -1.199382 -0.717351 -1.104060
O -1.357734 -0.288408 -2.373391
N 1.642544 0.791802 1.158140
H 1.353578 -0.660543 -0.310207
H 0.492442 -0.871050 1.324350
H -1.241244 0.557345 0.635811
H -0.278632 1.126993 -0.844679
H -2.176070 -0.992937 -0.597235
H -0.576721 -1.653611 -0.970074
H 1.424063 0.972909 2.134408
H 1.650155 1.622710 0.579061

Atoms 1-3, force components in eV/Å:
C -0.299 1.784 0.871
C 0.071 -1.451 -1.150
C 0.039 0.116 0.471

This record from the OMol25 dataset describes 10 unconnected molecules or ions with the total composition C36H84O24S8. The level of theory is wB97M-V/def2-TZVPD.

<S²> ... 0.767
Total charge ... +1
Spin multiplicity ... 2
E_HOMO (alpha / beta) ... -11.98 / -11.98 eV
Lowest unoccupied orbital energy (alpha / beta) ... -4.492 / -8.629 eV
HOMO-LUMO gap (alpha / beta) ... 0.275 / 0.123 Ha

Positions of all 152 atoms, in Å:
O 5.010471 -27.942214 -12.852441
S 4.630964 -29.037032 -11.962658
O 5.685718 -29.992115 -11.550281
O 3.730900 -28.524069 -10.671294
C 2.602618 -27.684706 -11.046921
C 2.439810 -26.746423 -9.856028
C 3.334115 -29.873911 -12.963470
H 1.736985 -28.318045 -11.241011
H 2.870333 -27.087575 -11.918615
H 1.580180 -26.076282 -9.849331
H 3.353984 -26.203241 -9.616594
H 2.392135 -27.368091 -8.961959
H 3.191152 -29.335047 -13.900102
H 2.486099 -29.899575 -12.279130
H 3.750065 -30.870670 -13.110318
O -0.204484 -21.189341 -14.689885
S 0.975868 -21.992119 -14.261303
O 2.049668 -21.416176 -13.452099
O 0.469068 -23.451301 -13.630150
C -0.390415 -23.454027 -12.449790
C -0.134561 -24.488880 -11.385323
C 1.704674 -22.517254 -15.790167
H -1.414353 -23.600747 -12.793463
H -0.469661 -22.439222 -12.059948
H -0.436653 -25.465798 -11.762788
H -0.684463 -24.284849 -10.466587
H 0.940619 -24.541518 -11.214145
H 2.258053 -23.446209 -15.652585
H 2.418452 -21.703586 -15.918861
H 0.907307 -22.485432 -16.532656
O 2.493518 -16.632445 -8.207983
S 1.886515 -17.776514 -7.536224
O 0.950942 -18.668709 -8.209617
O 3.129383 -18.753195 -7.056822
C 4.359272 -18.281252 -6.579455
C 5.077371 -19.167258 -5.593828
C 1.379647 -17.408514 -5.789644
H 4.338378 -17.249173 -6.229476
H 4.960115 -18.103532 -7.471362
H 4.647913 -19.234110 -4.594231
H 6.143786 -18.989360 -5.455209
H 5.036792 -20.228043 -5.841193
H 1.698080 -16.411124 -5.486478
H 1.772088 -18.192876 -5.142451
H 0.292290 -17.480025 -5.764285
O 0.642648 -24.004519 -7.903158
S 1.742937 -23.188120 -7.435108
O 1.721727 -22.677282 -6.062720
O 3.118472 -24.186511 -7.795223
C 4.413820 -23.732430 -7.363030
C 5.350251 -24.784158 -7.375461
C 1.932476 -21.852349 -8.611208
H 4.278919 -23.395233 -6.335309
H 4.824601 -22.871733 -7.890806
H 4.975943 -25.636692 -6.808729
H 6.283043 -24.426602 -6.939410
H 5.524218 -25.027595 -8.423584
H 2.899626 -21.368204 -8.475812
H 1.160292 -21.120425 -8.374321
H 1.833478 -22.241635 -9.624503
O 4.079194 -23.304444 -14.100062
S 4.467682 -23.395190 -12.676452
O 3.579669 -23.896492 -11.574585
O 5.901445 -24.235007 -12.537252
C 6.274338 -24.918430 -11.295035
C 7.798866 -25.163319 -11.494209
C 5.174450 -21.829308 -12.185184
H 5.776986 -25.888252 -11.281995
H 6.205963 -24.315915 -10.389273
H 8.446496 -24.346357 -11.812408
H 7.954707 -25.930996 -12.252163
H 8.241000 -25.568925 -10.584203
H 4.286974 -21.351040 -11.770756
H 5.639891 -21.488574 -13.110045
H 5.782575 -22.114954 -11.326881
O -0.291068 -26.895144 -2.094015
S 0.926704 -26.494370 -2.859968
O 2.211729 -27.176808 -2.768907
O 0.511956 -26.443126 -4.436311
C -0.528822 -25.620777 -4.834658
C -0.956761 -26.102582 -6.187392
C 1.166116 -24.738889 -2.564118
H -0.229900 -24.574100 -4.777855
H -1.344657 -25.659008 -4.112817
H -1.530234 -27.021130 -6.062906
H -0.109171 -26.242408 -6.858317
H -1.576291 -25.401044 -6.746086
H 1.589976 -24.773423 -1.560505
H 0.198589 -24.275153 -2.371938
H 1.924803 -24.264513 -3.186582
O 8.485728 -28.902809 -6.419934
S 7.189481 -29.200152 -5.872941
O 6.644929 -28.586014 -4.646381
O 6.069068 -28.795123 -7.013316
C 6.375195 -29.112297 -8.371210
C 6.919874 -27.883583 -9.155180
C 6.859776 -31.056078 -5.926660
H 5.433627 -29.501099 -8.759018
H 7.051822 -29.943142 -8.571107
H 7.532825 -28.164526 -10.011605
H 7.681547 -27.351044 -8.585661
H 6.103701 -27.236889 -9.477288
H 7.141820 -31.475377 -6.892441
H 5.803699 -31.144266 -5.671678
H 7.454983 -31.546312 -5.156275
O 8.182351 -23.002143 -8.727161
S 8.291225 -22.163523 -7.523774
O 7.214398 -21.522945 -6.703838
O 9.232366 -23.083594 -6.510718
C 10.262408 -23.972458 -6.937374
C 9.669634 -25.369040 -7.222758
C 9.494256 -20.767278 -7.848192
H 10.934269 -24.028707 -6.080900
H 10.776545 -23.646568 -7.841566
H 8.798790 -25.486650 -6.577855
H 10.330467 -26.235873 -7.222957
H 9.198592 -25.254895 -8.199070
H 10.504635 -21.174490 -7.885975
H 9.383540 -20.086870 -7.003868
H 9.322083 -20.365846 -8.846853
C 4.305436 -19.002035 -10.530885
C 5.364594 -19.668622 -10.031069
C 6.653142 -19.470173 -10.353671
C 6.930174 -18.633865 -11.441036
C 5.937061 -17.941403 -12.054485
C 4.636431 -18.118948 -11.617913
H 3.286501 -19.155237 -10.207315
H 5.113282 -20.342510 -9.225397
H 7.434623 -19.943825 -9.778039
H 7.951472 -18.399438 -11.702559
H 6.211127 -17.275666 -12.859512
H 3.767459 -17.618431 -12.018879
C 0.643229 -20.190838 -1.693733
C 0.291841 -20.542019 -3.143081
C -1.282965 -20.913737 -3.333877
C -2.332096 -19.832508 -3.012823
C -3.820001 -20.273322 -2.905184
C -4.791694 -19.133707 -2.460697
H 1.715262 -20.024820 -1.587511
H 0.286864 -20.850438 -0.902509
H 0.184611 -19.211535 -1.556910
H 0.466679 -19.722674 -3.840363
H 0.843403 -21.404202 -3.517936
H -1.511547 -21.813170 -2.762154
H -1.395254 -21.097998 -4.402309
H -2.139063 -19.523094 -1.985637
H -2.144311 -19.007394 -3.699862
H -4.114504 -20.562203 -3.914097
H -3.863597 -21.109974 -2.207902
H -4.622880 -18.193131 -2.985030
H -5.845636 -19.411220 -2.477968
H -4.481281 -19.069923 -1.417778

Atoms 1-3, force components in eV/Å:
O 0.035 -0.303 1.833
S 0.552 -0.967 -1.815
O -2.580 2.231 0.075

This record from the OMol25 dataset describes a molecular structure, C53H44ClMnN7P. The level of theory is wB97M-V/def2-TZVPD.

<S²> ... 6.281
Total charge ... +2
Energy relative to the best compared isomer or geometry (same formula, charge and spin) ... 0.0 kcal per mole
Spin multiplicity ... 5
E_HOMO (alpha / beta) ... -12.70 / -12.70 eV
Lowest unoccupied orbital energy (alpha / beta) ... -5.961 / -5.434 eV
HOMO-LUMO gap (alpha / beta) ... 0.248 / 0.267 Ha

Positions of all 107 atoms, in Å:
Mn -0.100218 0.078528 0.467844
C -2.159718 -0.658872 -3.634856
N -2.400218 -0.577372 -2.209656
C -1.601518 0.094428 -1.291156
N -2.225618 0.084128 -0.101656
C -3.246518 -0.826172 -0.214856
C -3.485818 -1.124072 -1.548656
C -4.544618 -1.874372 -2.208656
C -5.613518 -1.182272 -2.796756
C -6.631918 -1.877472 -3.447356
C -6.587618 -3.268972 -3.516456
C -5.528218 -3.963772 -2.930156
C -4.509218 -3.269872 -2.275356
C -3.869318 -1.433572 0.948744
C -5.229418 -1.753872 1.013544
C -5.742618 -2.443072 2.116544
C -4.903218 -2.812172 3.168044
C -3.552118 -2.477772 3.126744
C -3.040918 -1.787572 2.027244
P -0.106918 1.093628 -1.901556
C 1.494282 0.250928 -1.320956
N 2.026082 0.087828 -0.101656
C 3.087482 -0.767672 -0.269956
C 3.467982 -0.805772 -1.605356
N 2.467182 -0.096772 -2.251756
C 2.477382 0.287328 -3.647056
C 4.644182 -1.363172 -2.273656
C 4.515182 -2.293872 -3.312656
C 5.648382 -2.789372 -3.961756
C 6.918182 -2.367372 -3.570356
C 7.057682 -1.452672 -2.528356
C 5.925382 -0.951672 -1.883756
C 3.643282 -1.514872 0.853344
C 3.427282 -1.051972 2.159244
C 3.851682 -1.796872 3.263744
C 4.494182 -3.018872 3.077344
C 4.708482 -3.498172 1.788044
C 4.279082 -2.754472 0.684744
C -0.123318 2.433728 -0.755656
N -0.096518 2.045128 0.467844
C -0.022218 3.155828 1.256444
C -0.027718 4.298328 0.467444
N -0.103618 3.797628 -0.831456
C -0.182418 4.586428 -2.034956
C -0.018318 5.711228 0.832644
C -1.060918 6.239228 1.605144
C -1.025618 7.568828 2.028244
C 0.051982 8.381128 1.680744
C 1.093582 7.865128 0.910044
C 1.059982 6.533828 0.487744
C 0.040482 3.018728 2.704344
C -0.603418 1.920528 3.298544
C -0.534918 1.705028 4.676244
C 0.186382 2.584528 5.478944
C 0.839782 3.673728 4.902744
C 0.771182 3.888128 3.521344
H -1.137318 -1.006072 -3.803256
H -2.312918 0.334428 -4.065656
H -2.843818 -1.365372 -4.107156
H -5.659118 -0.096572 -2.737656
H -7.461218 -1.334872 -3.894256
H -7.382118 -3.812672 -4.020456
H -5.499618 -5.049472 -2.978056
H -3.692718 -3.819472 -1.812556
H -5.903418 -1.480372 0.207344
H -6.797918 -2.699772 2.149844
H -5.301418 -3.358772 4.017944
H -2.889918 -2.761172 3.940544
H -1.978918 -1.543472 1.993544
H 3.494282 0.256628 -4.043456
H 2.123782 1.316928 -3.744356
H 1.832982 -0.401072 -4.198656
H 3.532582 -2.643272 -3.619356
H 5.541282 -3.508172 -4.769956
H 7.800582 -2.755472 -4.072856
H 8.046482 -1.128172 -2.214456
H 6.047182 -0.236172 -1.072256
H 2.892282 -0.115972 2.320344
H 3.658082 -1.427472 4.267044
H 4.809882 -3.605272 3.935644
H 5.188682 -4.461072 1.636144
H 4.416982 -3.183272 -0.303056
H -0.839218 5.443028 -1.863156
H -0.596218 3.985628 -2.847856
H 0.825782 4.920428 -2.292156
H -1.894718 5.606028 1.903444
H -1.831518 7.962028 2.642444
H 0.085982 9.412328 2.022644
H 1.942082 8.494428 0.654644
H 1.896682 6.133528 -0.079056
H -1.151518 1.215028 2.672344
H -1.035418 0.844328 5.110644
H 0.249682 2.413628 6.549844
H 1.416982 4.351128 5.525844
H 1.317882 4.723428 3.094744
Cl 2.671182 -4.787472 0.368944
C 1.151182 -3.992772 0.423144
C -0.030018 -4.724972 0.465344
C -1.247418 -4.048272 0.508844
C -1.231718 -2.661072 0.508244
N -0.100218 -1.922972 0.467844
C 1.068882 -2.608472 0.426144
H -0.009918 -5.810772 0.464644
H -2.186618 -4.589572 0.542344
H -2.156018 -2.090372 0.541244
H 1.961282 -1.990372 0.394244
H -0.100218 0.078528 2.196544

Atoms 1-3, force components in eV/Å:
Mn 0.302 -1.023 3.529
C 0.194 0.130 -0.452
N 0.226 0.021 0.676

What is the formula in the second record? C36H84O24S8